[1]
C32H21Cl2MoN3O7S as an isolated structure. Source: the Open Molecules 2025 dataset; level of theory: the ωB97M-V functional and the def2-TZVPD basis.

The value obtained for the total energy is -90061.3044 eV. Its largest force on an atom is 0.58 eV/A. The spin multiplicity is 1. The HOMO energy (spin up / spin down) comes out at -7.63 / -7.64 eV. The LUMO energy (spin up / spin down) comes out at -1.050 / -1.057 eV. Its energy above the lowest of the compared OMol25 structures with the same formula, charge and spin is 0.0 kcal/mol. Its charge is 0.

Cartesian coordinates (Å):
1 Mo -0.531 0.534 -0.139
2 Cl 0.862 0.448 2.553
3 Cl -4.176 -1.471 3.197
4 S -2.245 0.334 1.536
5 O 4.119 6.815 1.257
6 O 1.184 1.531 -0.104
7 O 0.604 -2.713 1.395
8 O 2.087 7.526 1.325
9 O -1.364 2.553 0.047
10 O 0.376 -1.177 -0.186
11 O 2.286 -0.873 -1.935
12 N 2.920 6.663 1.135
13 N -2.532 -0.176 -2.378
14 N -2.211 -0.502 -1.211
15 C -2.088 -2.131 4.727
16 C 4.456 -3.789 -1.585
17 C 0.000 2.612 -4.017
18 C -3.023 -1.598 -0.712
19 C -0.767 -2.080 5.141
20 C 0.217 2.173 -2.721
21 C 1.094 5.090 0.698
22 C -1.090 2.164 -4.761
23 C -0.795 3.615 0.275
24 C 0.631 3.807 0.393
25 C -0.298 -0.551 3.375
26 C -2.500 -1.388 3.634
27 C -2.457 -2.559 0.112
28 C 3.366 4.281 0.635
29 C 2.796 -2.041 -1.460
30 C 2.924 3.019 0.329
31 C -5.124 -2.750 -0.628
32 C 0.135 -1.278 4.466
33 C 1.547 2.749 0.202
34 C 2.772 -3.862 0.106
35 C -0.653 1.260 -2.105
36 C 2.441 5.312 0.816
37 C -3.225 -3.631 0.541
38 C 0.991 -2.190 0.369
39 C 2.206 -2.676 -0.361
40 C -4.359 -1.688 -1.079
41 C -1.713 0.809 -2.895
42 C -4.559 -3.732 0.176
43 C -1.946 1.245 -4.199
44 C 3.883 -4.425 -0.492
45 C 3.918 -2.607 -2.062
46 C -1.612 -0.580 2.911
47 H 2.300 -4.328 0.960
48 H -1.430 -2.489 0.437
49 H 5.326 -4.211 -2.070
50 H 2.798 -0.603 -2.704
51 H -1.250 2.521 -5.770
52 H 0.699 3.310 -4.462
53 H 1.172 -1.225 4.765
54 H 4.299 -5.349 -0.113
55 H 1.095 2.531 -2.208
56 H -5.159 -4.562 0.523
57 H -4.794 -0.922 -1.704
58 H -6.169 -2.807 -0.905
59 H -2.769 -4.377 1.178
60 H -0.442 -2.665 5.990
61 H 4.368 -2.108 -2.913
62 H -2.811 -2.744 5.246
63 H 0.400 5.907 0.843
64 H -1.422 4.505 0.412
65 H 3.615 2.200 0.179
66 H 4.419 4.498 0.738
67 H -2.791 0.842 -4.742

Results of the Löwdin charge analysis, in e, for atoms 1 through 4: 1.486, 0.796, 0.696, 0.699

[2]
C32H21ClF3N2O8ReS2 as an isolated structure in a non-equilibrium geometry. Source: the Open Molecules 2025 dataset; level of theory: the ωB97M-V functional and the def2-TZVPD basis.

The value obtained for the total energy is -97364.1220 eV. Its largest force on an atom is 3.49 eV/A. The spin multiplicity is 4. The HOMO energy (spin up / spin down) comes out at -5.72 / -5.89 eV. The LUMO energy (spin up / spin down) comes out at 0.936 / 0.468 eV. Its energy above the lowest of the compared OMol25 structures with the same formula, charge and spin is 17.7 kcal/mol. Its charge is -1.

Cartesian coordinates (Å):
1 Re 1.513 -0.983 -1.024
2 Cl 6.230 2.600 3.250
3 S -0.448 -1.823 -0.126
4 S 0.638 1.860 -2.458
5 F -3.867 -2.066 3.483
6 F -5.492 -1.392 4.846
7 F -5.976 -1.665 2.798
8 O -4.065 0.251 2.084
9 O 1.853 2.197 -1.737
10 O 2.560 -4.034 1.374
11 O 2.538 -2.407 0.027
12 O 3.427 -0.271 -1.568
13 O -4.554 0.928 4.227
14 O 1.748 0.190 0.563
15 O 0.377 2.295 -3.829
16 N 0.594 0.244 -2.449
17 N 1.193 -2.232 -2.702
18 C -2.491 2.134 0.137
19 C 5.032 1.713 0.978
20 C -0.919 3.843 -1.341
21 C 1.507 -2.073 3.325
22 C -4.454 0.117 3.283
23 C 2.686 0.923 1.055
24 C -0.304 -2.667 -4.488
25 C 4.218 0.402 -0.884
26 C -1.008 -1.094 2.480
27 C -0.732 2.455 -1.412
28 C -0.159 -1.741 1.575
29 C 1.085 -2.202 2.045
30 C -1.169 -0.029 -4.270
31 C -2.549 3.469 0.384
32 C 2.025 -2.950 1.120
33 C 1.538 -3.517 -2.622
34 C 2.514 1.569 2.273
35 C -1.774 4.295 -0.412
36 C -1.683 -0.922 -5.280
37 C 0.040 -4.038 -4.404
38 C 4.809 2.136 2.293
39 C -1.267 -2.222 -5.397
40 C 0.658 -1.473 4.190
41 C -1.485 1.584 -0.682
42 C 3.952 1.014 0.355
43 C 0.944 -4.471 -3.440
44 C -0.135 -0.483 -3.450
45 C -4.956 -1.267 3.611
46 C -3.452 3.958 1.520
47 C -0.651 -1.013 3.819
48 C 3.573 2.074 2.882
49 C 0.218 -1.815 -3.525
50 H -0.271 4.427 -1.995
51 H -2.402 -0.461 -5.985
52 H -1.436 0.522 -0.724
53 H -1.878 5.379 -0.336
54 H -1.554 0.993 -4.318
55 H -1.259 -0.489 4.490
56 H 3.499 2.427 3.933
57 H -1.862 -2.840 -6.029
58 H -3.510 3.125 2.180
59 H -1.961 -0.724 2.204
60 H -4.346 4.249 1.042
61 H 1.153 -5.542 -3.376
62 H 2.205 -3.805 -1.877
63 H 1.082 -1.287 5.175
64 H -0.535 -4.779 -5.077
65 H 5.197 0.480 -1.295
66 H 5.988 1.788 0.449
67 H -2.855 4.735 1.981
68 H 1.526 1.501 2.740
69 H 2.472 -2.541 3.600
70 H -3.137 1.441 0.743

Results of the Löwdin charge analysis, in e, for atoms 1 through 4: 1.517, 0.605, 0.734, 0.646

[3]
C32H21ClGaIN2O8PS4 as an isolated structure. Source: the Open Molecules 2025 dataset; level of theory: the ωB97M-V functional and the def2-TZVPD basis.

The value obtained for the total energy is -178516.5093 eV. Its largest force on an atom is 0.77 eV/A. The spin multiplicity is 1. The HOMO energy comes out at -5.18 eV. The LUMO energy comes out at 1.670 eV. Its energy above the lowest of the compared OMol25 structures with the same formula, charge and spin is 10.1 kcal/mol. Its charge is -1.

Cartesian coordinates (Å):
1 I 2.194 -0.326 -7.722
2 Ga 0.494 1.072 0.909
3 Cl -1.969 2.372 0.077
4 S 0.502 0.229 4.150
5 S -0.756 1.237 2.862
6 S 0.887 -1.474 3.091
7 S 1.868 -0.697 1.448
8 P -1.952 -0.803 0.590
9 O 1.920 4.866 0.552
10 O 6.578 3.723 -1.135
11 O 5.790 -0.039 3.676
12 O 0.386 0.791 -1.008
13 O 2.601 1.037 -0.832
14 O 7.790 2.439 0.089
15 O 0.923 2.895 0.833
16 O 3.860 0.554 4.419
17 N 4.759 0.607 3.614
18 N 6.735 2.970 -0.197
19 C 4.606 1.542 2.472
20 C -4.784 -0.416 0.552
21 C -1.669 -3.156 2.071
22 C -2.237 -1.874 -0.885
23 C -3.490 1.548 0.276
24 C 5.705 1.766 1.677
25 C 0.735 0.350 -5.167
26 C -3.076 -3.779 -2.115
27 C 0.606 0.596 -3.806
28 C 5.558 2.680 0.659
29 C -2.543 -3.536 4.280
30 C 1.598 0.814 -1.498
31 C -2.881 -3.111 -0.911
32 C -2.302 -1.913 2.008
33 C -3.020 -1.477 3.122
34 C 3.383 2.146 2.249
35 C -3.524 0.183 0.462
36 C 2.967 0.275 -3.508
37 C -1.790 -1.325 -2.087
38 C -1.991 -1.988 -3.291
39 C -5.878 1.710 0.338
40 C 1.951 3.685 0.832
41 C 1.991 0.060 -5.681
42 C 3.114 0.023 -4.865
43 C -5.952 0.327 0.496
44 C 1.715 0.554 -2.974
45 C 3.267 3.040 1.191
46 C -3.140 -2.284 4.248
47 C 4.373 3.337 0.412
48 C -4.643 2.323 0.219
49 C -2.634 -3.220 -3.307
50 C -1.800 -3.969 3.189
51 H -3.471 -0.492 3.122
52 H 6.639 1.261 1.857
53 H -3.688 -1.922 5.110
54 H -0.360 0.840 -3.388
55 H 4.089 -0.192 -5.280
56 H -0.129 0.387 -5.818
57 H 4.299 4.070 -0.378
58 H -2.783 -3.746 -4.242
59 H -4.840 -1.491 0.678
60 H -4.558 3.393 0.082
61 H -1.303 -4.932 3.216
62 H -3.235 -3.559 0.008
63 H -2.634 -4.162 5.160
64 H 2.550 1.923 2.903
65 H 3.821 0.255 -2.842
66 H -1.265 -0.374 -2.058
67 H -1.045 -3.482 1.246
68 H -6.914 -0.165 0.581
69 H -3.578 -4.740 -2.121
70 H -6.780 2.310 0.307
71 H -1.637 -1.547 -4.216

Results of the Löwdin charge analysis, in e, for atoms 1 through 4: 0.833, -0.216, 0.780, -0.008

[4]
C32H22AuCl4N2O3PS as an isolated structure in a non-equilibrium geometry. Source: the Open Molecules 2025 dataset; level of theory: the ωB97M-V functional and the def2-TZVPD basis.

The value obtained for the total energy is -116569.6326 eV. Its largest force on an atom is 2.91 eV/A. The spin multiplicity is 1. The HOMO energy comes out at -6.35 eV. The LUMO energy comes out at -1.587 eV. Its energy above the lowest of the compared OMol25 structures with the same formula, charge and spin is 22.2 kcal/mol. Its charge is 0.

Cartesian coordinates (Å):
1 Au -2.309 0.891 -0.267
2 Cl -0.239 5.765 -0.640
3 Cl -6.176 4.010 0.011
4 Cl -5.397 7.049 0.329
5 Cl -2.427 7.910 0.007
6 S 0.946 1.546 0.907
7 P -1.136 -1.032 -0.118
8 O -4.772 0.185 1.045
9 O -1.344 2.982 -0.814
10 O -3.880 2.275 -0.501
11 N 1.456 2.891 -1.245
12 N 3.256 1.695 -0.543
13 C 3.905 0.196 1.338
14 C -3.282 -4.531 -0.230
15 C 5.413 0.699 -0.466
16 C -2.210 3.929 -0.573
17 C -0.110 -1.323 3.780
18 C -4.194 5.871 -0.030
19 C 6.128 -0.751 1.309
20 C -2.219 -3.644 -0.251
21 C -3.726 -1.819 0.196
22 C -4.581 -4.058 -0.041
23 C -1.895 5.291 -0.459
24 C -4.809 -2.722 0.185
25 C -4.005 -0.438 0.447
26 C 1.959 2.065 -0.334
27 C -2.863 6.253 -0.179
28 C -3.575 3.543 -0.402
29 C -0.558 -2.185 -2.608
30 C 1.570 -2.538 2.559
31 C -0.191 -1.410 1.378
32 C 2.045 -1.207 -2.638
33 C 4.164 0.857 0.139
34 C 4.889 -0.600 1.910
35 C -0.081 -1.442 -1.529
36 C 1.582 -1.991 -3.686
37 C -2.443 -2.283 -0.097
38 C 6.385 -0.096 0.114
39 C 0.955 -2.201 1.364
40 C 1.216 -0.926 -1.566
41 C -0.724 -0.974 2.590
42 C -4.537 4.527 -0.154
43 C 0.279 -2.465 -3.677
44 C 1.038 -2.104 3.764
45 H -5.804 -2.338 0.369
46 H 2.238 -2.234 -4.513
47 H 1.518 -2.376 4.695
48 H -0.523 -0.984 4.721
49 H 7.347 -0.197 -0.369
50 H 0.454 3.135 -1.142
51 H -1.578 -2.546 -2.611
52 H -1.608 -0.346 2.590
53 H 6.891 -1.366 1.768
54 H -1.209 -4.002 -0.407
55 H -3.109 -5.590 -0.362
56 H 1.373 -2.544 0.428
57 H 1.564 -0.319 -0.740
58 H 2.000 3.267 -2.004
59 H 3.058 -0.824 -2.642
60 H -0.089 -3.062 -4.501
61 H 2.466 -3.144 2.544
62 H -5.409 -4.754 -0.051
63 H 4.676 -1.099 2.847
64 H 3.664 2.108 -1.367
65 H 5.623 1.214 -1.398
66 H 2.952 0.310 1.824

Results of the Löwdin charge analysis, in e, for atoms 1 through 4: 1.032, 0.680, 0.681, 0.644

[5]
C32H22BiN6O5 as an isolated structure in a non-equilibrium geometry. Source: the Open Molecules 2025 dataset; level of theory: the ωB97M-V functional and the def2-TZVPD basis.

The value obtained for the total energy is -58561.3624 eV. Its largest force on an atom is 4.27 eV/A. The spin multiplicity is 1. The HOMO energy comes out at -4.44 eV. The LUMO energy comes out at 2.412 eV. Its energy above the lowest of the compared OMol25 structures with the same formula, charge and spin is 28.0 kcal/mol. Its charge is -1.

Cartesian coordinates (Å):
1 Bi -8.604 14.820 1.902
2 O -8.601 12.535 2.154
3 O -9.288 19.166 3.102
4 O -5.856 14.052 5.286
5 O -10.750 16.063 1.327
6 O -11.774 18.377 0.694
7 N -5.987 13.836 1.743
8 N -7.454 14.897 3.852
9 N -10.473 14.181 3.128
10 N -11.547 15.012 3.190
11 N -8.957 16.849 3.025
12 N -7.953 17.298 0.561
13 C -12.643 18.192 1.698
14 C -5.627 13.500 3.009
15 C -12.619 17.002 2.425
16 C -10.119 17.112 5.276
17 C -9.505 12.235 4.267
18 C -4.203 12.402 0.886
19 C -7.629 10.882 3.525
20 C -3.838 12.162 2.237
21 C -8.437 15.160 6.186
22 C -9.123 18.113 2.509
23 C -5.237 13.275 0.797
24 C -8.591 19.497 -1.057
25 C -8.582 10.453 5.652
26 C -11.601 15.956 2.303
27 C -7.648 18.502 -1.493
28 C -6.324 14.151 4.167
29 C -14.461 19.101 2.977
30 C -10.314 16.654 6.546
31 C -7.650 10.182 4.668
32 C -9.074 19.351 0.215
33 C -10.474 13.292 4.075
34 C -13.465 16.995 3.558
35 C -7.435 17.408 -0.639
36 C -14.421 18.001 3.800
37 C -13.556 19.221 1.932
38 C -9.423 15.652 7.028
39 C -8.694 18.253 0.999
40 C -4.560 12.658 3.289
41 C -9.493 11.462 5.439
42 C -8.556 11.924 3.268
43 C -9.144 16.558 4.377
44 C -8.256 15.564 4.836
45 H -6.995 9.307 4.800
46 H -9.649 15.180 8.003
47 H -8.817 20.360 -1.580
48 H -11.093 13.532 4.951
49 H -10.837 17.819 4.752
50 H -7.174 18.583 -2.521
51 H -10.186 11.756 6.192
52 H -11.163 17.103 7.106
53 H -15.180 19.916 3.126
54 H -6.959 10.586 2.751
55 H -8.606 9.883 6.544
56 H -9.819 20.113 0.551
57 H -13.523 20.042 1.234
58 H -3.079 11.414 2.457
59 H -4.334 12.506 4.334
60 H -15.179 17.959 4.591
61 H -13.450 16.109 4.139
62 H -11.417 17.477 0.497
63 H -5.617 13.650 -0.185
64 H -6.725 16.667 -0.956
65 H -3.666 11.941 0.106
66 H -7.809 14.387 6.531

Results of the Löwdin charge analysis, in e, for atoms 1 through 4: 1.921, -0.280, 0.046, 0.049

[6]
C32H22BrClErN2O3 as an isolated structure in a non-equilibrium geometry. Source: the Open Molecules 2025 dataset; level of theory: the ωB97M-V functional and the def2-TZVPD basis.

The value obtained for the total energy is -152852.3262 eV. Its largest force on an atom is 2.86 eV/A. The spin multiplicity is 4. The HOMO energy (spin up / spin down) comes out at -3.60 / -3.60 eV. The LUMO energy (spin up / spin down) comes out at 1.834 / 1.835 eV. Its charge is -1.

Cartesian coordinates (Å):
1 Er 0.295 -0.038 1.733
2 Br 6.330 -0.717 6.226
3 Cl -2.964 0.888 -5.145
4 O 1.337 1.047 3.313
5 O -0.015 -1.525 3.584
6 O 1.441 -2.170 1.969
7 N 2.555 0.308 0.953
8 N 0.797 -0.845 -0.727
9 C 2.323 -0.581 -2.588
10 C 3.811 0.476 5.951
11 C -4.432 -0.932 -0.027
12 C 1.944 -0.381 -1.242
13 C -0.811 1.511 -3.566
14 C -4.522 -1.465 -1.300
15 C 4.740 -0.348 3.836
16 C -2.087 -0.631 1.302
17 C -5.600 -0.366 0.539
18 C 4.167 0.910 -2.347
19 C 3.439 0.085 -3.141
20 C 3.574 0.114 3.161
21 C -6.747 -0.397 -0.213
22 C 2.489 0.694 3.910
23 C -5.740 -1.528 -1.959
24 C 0.248 -1.767 -2.879
25 C -0.930 1.845 -1.133
26 C -0.204 1.740 -2.359
27 C 2.822 0.346 -0.412
28 C -2.963 1.437 -2.439
29 C 2.694 0.935 5.340
30 C -0.006 -1.521 -1.526
31 C 3.563 0.068 1.723
32 C 3.821 1.082 -0.988
33 C -3.103 -0.793 0.600
34 C 1.434 -1.384 -3.392
35 C -0.349 2.016 0.164
36 C -2.347 1.676 -1.230
37 C -6.882 -1.045 -1.423
38 C 0.771 -2.384 3.023
39 C -2.168 1.293 -3.636
40 C 4.817 -0.171 5.199
41 H -3.613 -1.892 -1.731
42 H 3.992 0.618 7.000
43 H -7.616 0.036 0.210
44 H 1.676 -1.589 -4.466
45 H 0.787 2.047 -2.401
46 H 0.899 -3.396 3.510
47 H -5.719 -2.095 -2.852
48 H -5.540 0.308 1.380
49 H -7.896 -1.157 -1.812
50 H -0.262 1.430 -4.486
51 H -3.996 1.439 -2.573
52 H 4.864 1.621 -2.794
53 H -0.437 -2.253 -3.502
54 H -2.948 1.830 -0.294
55 H 5.563 -0.891 3.438
56 H 4.537 -0.130 1.300
57 H 0.658 2.537 0.103
58 H 4.188 1.819 -0.329
59 H -1.022 -1.733 -1.082
60 H -1.051 2.364 0.958
61 H 1.893 1.550 5.779
62 H 3.501 0.060 -4.213

Results of the Löwdin charge analysis, in e, for atoms 1 through 4: 1.388, 0.679, 0.566, -0.230